[1]
{"formula": "C25H26N4O2", "method": "ωB97M-V/def2-TZVPD", "species": ["C", "H", "H", "H", "C", "C", "C", "C", "C", "C", "C", "H", "H", "C", "O", "N", "C", "H", "C", "N", "C", "C", "C", "C", "C", "C", "H", "H", "N", "C", "O", "C", "C", "C", "C", "N", "C", "H", "H", "H", "H", "H", "H", "H", "C", "H", "C", "H", "H", "H", "H", "H", "H", "H", "H", "H", "H"], "xyz": [[6.74417, 3.91013, -0.24166], [7.43101, 4.74902, -0.15826], [6.02079, 3.97176, 0.56850], [6.20870, 3.99208, -1.18497], [7.50705, 2.58521, -0.17546], [6.55769, 1.42784, -0.29315], [5.97514, 0.87089, 0.83852], [5.06467, -0.16377, 0.73048], [4.71703, -0.66165, -0.52007], [5.30792, -0.12061, -1.65453], [6.21175, 0.91910, -1.53883], [6.66261, 1.33632, -2.42790], [5.05535, -0.51975, -2.62565], [3.79196, -1.83136, -0.64939], [4.19876, -2.93835, -0.95186], [2.48009, -1.58452, -0.41857], [1.90008, -0.31474, -0.05765], [1.13745, -0.04927, -0.80247], [1.22197, -0.42605, 1.32059], [0.23409, -1.48352, 1.31405], [-1.07557, -1.19896, 0.94452], [-1.83553, -2.04258, 0.12807], [-3.15353, -1.75490, -0.16272], [-3.76766, -0.61260, 0.33978], [-3.02761, 0.23064, 1.16344], [-1.71532, -0.06500, 1.46018], [-1.18520, 0.59478, 2.12895], [-3.48982, 1.11076, 1.57693], [-5.10134, -0.36950, -0.01130], [-5.91312, 0.65150, 0.37664], [-5.60159, 1.53903, 1.14581], [-7.27909, 0.59002, -0.22758], [-8.35348, 1.09536, 0.50244], [-9.62045, 1.05999, -0.05036], [-9.76565, 0.52523, -1.32302], [-8.75004, 0.07420, -2.03895], [-7.54163, 0.11076, -1.50979], [-6.74886, -0.23795, -2.16152], [-10.73486, 0.46185, -1.79969], [-10.47466, 1.43772, 0.48934], [-8.17206, 1.50254, 1.48629], [-5.50578, -1.07218, -0.61474], [-3.71147, -2.42698, -0.80101], [-1.40748, -2.93482, -0.29989], [0.84898, -2.74233, 0.95152], [1.61775, -2.95622, 1.70292], [1.52241, -2.67062, -0.42562], [0.77485, -2.48529, -1.20548], [2.06389, -3.59103, -0.64981], [0.11234, -3.54349, 0.98849], [1.97669, -0.66510, 2.07740], [0.76521, 0.52814, 1.57318], [2.66770, 0.45887, -0.04727], [4.62969, -0.59586, 1.62067], [6.24132, 1.24836, 1.81567], [8.04649, 2.52746, 0.77189], [8.23621, 2.54947, -0.98708]], "atomic_forces_ev_per_a": [[0.2, -0.1, 0.0], [0.0, 0.1, 0.0], [-0.1, 0.0, 0.1], [-0.1, 0.0, -0.1], [-0.2, 0.2, 0.0], [0.1, 0.0, 0.0], [0.0, 0.0, 0.0], [-0.1, -0.1, -0.1], [0.3, 0.0, 0.0], [-0.1, -0.1, 0.1], [0.0, 0.0, 0.1], [0.1, 0.0, -0.1], [0.0, -0.1, -0.1], [0.0, 0.0, -0.1], [0.2, -0.2, -0.1], [-0.2, 0.0, 0.0], [-0.1, 0.4, 0.3], [0.1, 0.0, 0.1], [0.1, 0.3, -0.3], [0.2, -0.2, 0.3], [-0.4, 0.1, 0.0], [0.2, 0.0, 0.0], [-0.2, 0.2, 0.1], [0.4, -0.1, 0.1], [-0.1, 0.1, 0.0], [0.1, -0.1, -0.1], [0.0, 0.0, 0.1], [0.0, 0.0, 0.0], [-0.2, -0.2, -0.3], [0.0, -0.1, -0.2], [0.0, 0.0, 0.1], [-0.4, 0.1, -0.1], [0.1, -0.1, -0.1], [0.1, 0.0, 0.0], [-0.2, 0.1, 0.2], [-0.2, -0.2, -0.5], [0.3, 0.0, 0.3], [0.1, 0.0, 0.0], [-0.1, 0.0, 0.0], [-0.1, 0.0, 0.0], [0.0, 0.0, 0.1], [0.0, 0.2, 0.2], [0.0, -0.1, -0.1], [0.1, -0.1, 0.0], [0.0, -0.1, -0.3], [0.0, -0.1, -0.1], [0.0, -0.4, 0.2], [0.0, 0.0, 0.0], [-0.1, 0.1, 0.0], [0.0, 0.0, 0.0], [0.0, 0.1, 0.0], [0.0, 0.0, 0.0], [-0.1, 0.0, 0.0], [-0.1, 0.0, 0.1], [0.1, 0.0, 0.1], [0.1, 0.0, -0.1], [0.1, 0.0, 0.1]], "smiles": "CCc1ccc(C(=O)N2CCN(c3ccc(NC(=O)c4cccnc4)cc3)CC2)cc1", "de_lowest_ev": 0.0000, "homo_ev": -7.504, "max_force_ev_per_a": 0.557, "homo_lumo_gap_ev": 7.97, "total_energy_ha": -1337.803467, "total_charge": 0}

***

[2]
{"formula": "C31H42BeBr2ClF5N4O13Rb", "method": "ωB97M-V/def2-TZVPD", "species": ["C", "C", "C", "N", "C", "C", "C", "C", "C", "F", "F", "C", "F", "F", "F", "O", "C", "O", "O", "C", "C", "C", "C", "C", "C", "C", "H", "H", "H", "H", "H", "H", "H", "H", "H", "H", "H", "H", "H", "H", "H", "H", "H", "H", "Rb", "C", "O", "O", "O", "H", "N", "H", "H", "H", "H", "Br", "C", "C", "Br", "H", "H", "H", "H", "O", "C", "O", "C", "C", "C", "H", "H", "H", "H", "H", "H", "C", "O", "O", "O", "H", "Cl", "N", "C", "C", "C", "C", "C", "H", "H", "H", "H", "H", "Be", "C", "N", "O", "O", "H", "H", "H"], "xyz": [[0.40116, 1.00106, 0.16468], [0.88701, 1.72437, -1.04256], [2.35812, 1.67866, -1.18320], [0.10901, 2.40110, -1.85616], [-0.59432, 1.57961, -2.77602], [-2.07129, 1.30110, -2.45084], [-2.40455, 0.69348, -1.09160], [-3.92868, 0.52842, -0.94487], [-4.41861, -0.90916, -0.85760], [-3.46334, -1.79658, -0.56878], [-5.32403, -0.97985, 0.15107], [-5.18038, -1.38387, -2.12052], [-5.22346, -2.69658, -2.17992], [-4.61464, -0.91147, -3.23333], [-6.42804, -0.93871, -2.08231], [-0.76147, 2.43902, -3.99348], [-0.89815, 1.64970, -5.12607], [-1.19435, 2.04491, -6.19436], [-0.59610, 0.40978, -4.71463], [0.18536, 0.45295, -3.46574], [0.14317, -0.83807, -2.74179], [-0.96340, -1.68174, -2.61731], [-0.86177, -2.77438, -1.74936], [0.31381, -3.05028, -1.04744], [1.43054, -2.26169, -1.24960], [1.33224, -1.16354, -2.08994], [1.25565, 0.72890, 0.77390], [-0.11580, 0.08016, -0.08317], [-0.21527, 1.68906, 0.73908], [2.74935, 2.51606, -0.59291], [2.72347, 0.77756, -0.71062], [2.70213, 1.69415, -2.20841], [-2.50797, 2.29472, -2.45059], [-2.54184, 0.75605, -3.26349], [-1.85505, -0.21178, -0.87588], [-2.09823, 1.42446, -0.35274], [-4.40018, 0.97928, -1.81102], [-4.29207, 1.05640, -0.07337], [1.18481, 0.67719, -3.85726], [-1.88203, -1.45148, -3.12768], [-1.72037, -3.40160, -1.57348], [0.38817, -3.85533, -0.34022], [2.36323, -2.45637, -0.74455], [2.20280, -0.54007, -2.21611], [1.06528, 3.21719, -5.61363], [-0.89052, -3.72782, 2.29790], [-1.51923, -4.78862, 2.38882], [-1.60435, -2.56590, 2.62304], [0.29212, -3.55146, 1.94080], [-2.44612, -2.99404, 2.85894], [0.76579, 8.31249, -5.85795], [0.04711, 7.68961, -6.22334], [0.56936, 9.26549, -6.16700], [0.80228, 8.30610, -4.77407], [1.68052, 8.02927, -6.20267], [1.81312, -1.11510, 2.91700], [3.48228, -0.38948, 3.75752], [3.72814, 1.04180, 3.35552], [4.33170, 1.07790, 1.51294], [4.26466, -1.06407, 3.42621], [3.33095, -0.49612, 4.83055], [4.52187, 1.46640, 3.96670], [2.84924, 1.67867, 3.41430], [3.58734, -4.81340, -0.26514], [3.10546, -5.87403, 0.03680], [3.19132, -6.36117, 1.29126], [2.61746, -7.68559, 1.34715], [1.67718, -7.75782, 0.15208], [2.38026, -6.85243, -0.85617], [3.42987, -8.41222, 1.28585], [2.10758, -7.80821, 2.29912], [1.51117, -8.77348, -0.20004], [0.70909, -7.32778, 0.41060], [3.12017, -7.39090, -1.45215], [1.68103, -6.33302, -1.50337], [2.38114, 9.58334, -3.60030], [1.71256, 8.49846, -3.77070], [2.65725, 10.28450, -4.80764], [2.80775, 10.06276, -2.58236], [2.24322, 9.69339, -5.43133], [2.95472, -2.90516, 2.20703], [-3.78785, -3.10318, 5.09478], [-3.77590, -1.78710, 5.29810], [-4.06147, -1.19500, 6.51948], [-4.37868, -2.01621, 7.59003], [-4.39501, -3.38779, 7.39544], [-4.09190, -3.87764, 6.13316], [-3.52219, -1.18153, 4.43388], [-4.03525, -0.11904, 6.62705], [-4.60897, -1.59406, 8.56014], [-4.63739, -4.06553, 8.20238], [-4.09057, -4.94433, 5.93713], [1.35963, 4.60101, -1.09536], [3.56338, 5.19510, 2.87178], [2.25631, 4.48118, 2.87872], [2.08255, 3.59588, 2.04862], [1.43826, 4.82739, 3.69732], [4.17880, 4.77688, 2.08366], [3.35656, 6.24648, 2.69280], [4.01626, 5.05234, 3.84879]], "atomic_forces_ev_per_a": [[0.4, 0.1, 0.4], [-0.6, 0.0, 0.0], [0.1, 0.3, 0.3], [2.0, -2.1, -0.4], [-1.3, 1.8, -0.4], [0.2, -0.3, 0.4], [-0.2, 0.6, 0.0], [0.6, -0.2, -0.4], [-0.8, 0.6, 0.3], [0.5, -0.3, -0.1], [-0.2, -0.2, 0.3], [-0.2, 0.0, 0.5], [0.2, -0.7, -0.2], [0.4, 0.0, -0.5], [-0.4, 0.4, -0.1], [-0.5, 0.5, -1.6], [-0.7, -1.5, 4.8], [-0.4, 0.1, -1.4], [0.1, -0.7, -1.6], [-1.7, -0.3, -0.8], [0.8, -0.6, 0.0], [0.7, -0.1, 0.6], [0.1, 0.2, -0.1], [0.0, 0.1, -0.4], [-0.1, 0.5, -0.2], [0.0, -0.3, 0.0], [0.1, 0.0, 0.1], [-0.2, 0.0, 0.1], [-0.3, -0.2, 0.0], [0.3, 0.2, -0.2], [0.1, -0.1, 0.1], [0.0, 0.5, -0.2], [-0.1, 0.2, -0.1], [0.0, -0.2, -0.1], [-0.2, -0.2, -0.1], [0.1, 0.0, 0.2], [-0.3, 0.2, 0.0], [-0.1, -0.1, 0.2], [0.1, 0.3, 0.9], [-0.2, -0.1, -0.1], [-0.1, -0.1, -0.1], [-0.3, -0.2, 0.2], [0.1, -0.2, 0.1], [0.1, 0.0, -0.2], [2.0, 1.5, -0.5], [-0.9, -0.6, 0.1], [0.3, 0.3, -0.1], [0.1, -0.5, -0.1], [0.8, 1.0, 0.0], [-0.2, 0.5, 0.3], [-1.8, -0.6, -2.7], [0.0, 0.2, -0.3], [-0.2, -0.1, -0.1], [1.6, 0.5, 1.5], [-0.1, -0.1, 0.2], [0.8, -2.1, -0.4], [-0.1, 0.5, 0.5], [-0.1, -0.2, -0.3], [0.2, 0.1, 0.2], [-0.1, 0.0, -0.1], [-0.2, 0.0, 0.0], [0.0, -0.1, 0.0], [0.0, 0.0, 0.0], [-0.1, 0.2, 0.2], [0.2, 0.1, 0.1], [0.0, 0.0, -0.2], [-0.2, -0.2, 0.1], [-0.1, 0.0, -0.1], [-0.3, -0.2, 0.3], [0.0, 0.0, 0.0], [0.1, 0.2, 0.0], [0.1, 0.0, 0.0], [0.0, 0.0, 0.1], [0.0, 0.1, -0.1], [0.2, 0.1, -0.2], [0.5, 0.7, 0.7], [-0.1, -0.4, 0.9], [-0.4, -0.5, 0.6], [-0.1, -0.2, -0.3], [0.5, 0.4, -0.6], [-0.4, 0.8, 0.1], [0.0, 0.2, 0.0], [0.0, 0.0, 0.0], [0.0, 0.0, 0.0], [0.0, 0.0, 0.0], [0.0, 0.1, 0.0], [0.0, -0.1, -0.1], [0.0, 0.0, 0.0], [0.0, 0.0, 0.0], [0.0, 0.0, 0.0], [0.0, 0.0, 0.0], [0.0, 0.0, 0.0], [0.0, 0.6, -0.1], [0.1, -0.1, -0.2], [-0.2, 0.0, -0.2], [0.1, 0.0, 0.2], [0.1, -0.1, -0.1], [-0.1, 0.0, 0.0], [0.0, 0.0, 0.1], [-0.1, 0.1, 0.0]], "homo_ev": -9.613, "max_force_ev_per_a": 5.092, "homo_lumo_gap_ev": 4.31, "total_energy_ha": -8549.415057, "total_charge": 1}